Record 1
{
  "formula": "C2H6O3P",
  "method": "ωB97M-V/def2-TZVPD",
  "species": ["C", "C", "O", "O", "O", "P", "H", "H", "H", "H", "H", "H"],
  "xyz": [[0.60257, 0.72504, -1.35826], [-0.18103, 1.11168, -0.11437], [-1.45512, -2.11392, 0.57540], [0.18456, -0.40424, 2.65883], [-1.40247, 1.17083, -0.10396], [0.37092, -0.75666, 1.24645], [1.66761, 0.66266, -1.14380], [0.24444, -0.23024, -1.72332], [0.42761, 1.48059, -2.12701], [0.40227, 1.73245, 0.60548], [-1.98683, -1.38905, 0.23989], [1.12547, -1.98915, 1.24468]],
  "forces_ev_per_a": [[-0.2, 0.0, 0.1], [0.3, 0.8, -0.3], [2.3, 1.3, 0.7], [-0.1, 0.5, 1.5], [-0.3, 0.0, -0.1], [-1.9, -2.4, -1.3], [0.1, 0.0, 0.0], [0.0, -0.2, -0.1], [0.0, 0.1, -0.1], [-0.1, -0.2, 0.0], [-0.2, 0.3, -0.1], [0.1, -0.1, -0.2]],
  "mulliken_charge": [-0.95, 0.03, -0.88, -0.57, -0.59, 0.43, 0.30, 0.27, 0.34, 0.34, 0.27, 0.00],
  "max_force_ev_per_a": 3.363,
  "de_lowest_kj_mol": 367.36,
  "e_lumo_ev": 4.0,
  "homo_ev": -4.0,
  "total_charge": -1,
  "total_energy_ha": -646.8677
}



Record 2
{
  "formula": "C2H4NO2S2",
  "method": "ωB97M-V/def2-TZVPD",
  "species": ["C", "N", "S", "O", "O", "C", "S", "H", "H", "H", "H"],
  "xyz": [[-1.98714, 0.34283, -0.25388], [-1.01376, -0.50775, -0.83088], [0.36699, -0.65282, -0.00447], [0.86448, -1.94212, -0.41506], [0.19187, -0.43591, 1.41258], [2.41047, 0.23328, -0.00567], [3.20905, 1.63176, -0.19881], [-2.24300, 1.18940, -0.82284], [-3.16835, 0.09697, -0.05495], [-1.54085, 0.65436, 0.75808], [2.91023, -0.61002, 0.41590]],
  "forces_ev_per_a": [[-1.3, 0.9, 3.2], [1.6, -0.2, -0.1], [-1.2, -0.8, -1.3], [1.1, -0.5, -0.2], [0.2, 0.5, 1.0], [-1.6, 1.1, -0.4], [-0.8, -0.8, -0.1], [0.5, 1.7, -1.1], [2.7, -1.2, -0.3], [-1.4, 0.1, -1.1], [0.3, -0.8, 0.2]],
  "mulliken_charge": [-0.65, -0.42, 0.92, -0.63, -0.61, -0.25, -0.29, 0.25, 0.18, 0.24, 0.27],
  "max_force_ev_per_a": 3.597,
  "de_lowest_kj_mol": 347.07,
  "e_lumo_ev": 3.3,
  "homo_ev": -4.1,
  "smiles": "CN=[S@](=O)([O-])C=S",
  "total_charge": -1,
  "total_energy_ha": -1080.1302
}



Record 3
{
  "formula": "C3H4N2O",
  "method": "ωB97M-V/def2-TZVPD",
  "species": ["N", "C", "O", "C", "C", "N", "H", "H", "H", "H"],
  "xyz": [[2.41277, -0.30046, 0.25938], [1.20021, -0.01268, 0.02061], [0.57093, 0.81321, -0.65670], [-1.42838, 0.68406, -0.57167], [-1.49643, -0.36574, 0.28861], [-0.87977, -1.15976, 0.94773], [2.49158, -1.08825, 0.89610], [0.33091, -0.77453, 0.64310], [-1.59855, 0.51687, -1.63061], [-1.60327, 1.68727, -0.19654]],
  "forces_ev_per_a": [[-0.3, 0.0, 0.0], [0.0, 0.3, -0.3], [0.3, -0.3, 0.2], [0.0, 0.0, 0.1], [0.4, -0.4, 0.3], [-0.4, 0.6, -0.5], [0.0, 0.1, -0.1], [0.0, -0.1, 0.1], [0.0, 0.0, 0.2], [0.0, -0.2, 0.0]],
  "mulliken_charge": [-0.64, 0.61, -0.46, -0.21, 0.34, -0.61, 0.26, 0.25, 0.23, 0.23],
  "max_force_ev_per_a": 0.892,
  "de_lowest_kj_mol": 444.45,
  "e_lumo_ev": [-1.0, -1.0],
  "homo_ev": [-9.3, -9.3],
  "total_charge": 0,
  "total_energy_ha": -301.3179
}



Record 4
{
  "formula": "C22H27N5O4",
  "method": "ωB97M-V/def2-TZVPD",
  "species": ["C", "C", "O", "C", "O", "N", "C", "C", "N", "C", "C", "N", "C", "C", "C", "N", "C", "O", "C", "C", "C", "C", "O", "C", "C", "C", "N", "C", "C", "C", "C", "H", "H", "H", "H", "H", "H", "H", "H", "H", "H", "H", "H", "H", "H", "H", "H", "H", "H", "H", "H", "H", "H", "H", "H", "H", "H", "H"],
  "xyz": [[2.12401, -2.71022, 5.16377], [1.44001, -1.48222, 5.74813], [1.04237, -0.56672, 4.73231], [-0.13116, -0.85035, 4.11304], [-0.85201, -1.77179, 4.42710], [-0.38689, -0.00471, 3.09328], [0.37374, 1.19195, 2.79836], [-0.46388, 2.42948, 3.15735], [-1.78367, 2.43652, 2.55789], [-1.90663, 2.97731, 1.21872], [-1.43529, 2.13610, 0.06876], [-0.16928, 1.92898, -0.17606], [-0.11656, 1.15587, -1.30382], [0.97563, 0.64645, -1.99106], [0.73014, -0.10037, -3.13443], [1.83903, -0.60909, -3.81828], [1.89085, -1.34766, -4.96215], [0.93614, -1.71053, -5.62166], [3.27095, -1.68638, -5.35280], [3.71558, -2.40488, -6.43263], [5.12310, -2.43483, -6.33465], [5.43499, -1.73546, -5.20806], [4.32837, -1.27841, -4.60578], [-0.57984, -0.32958, -3.58338], [-1.66981, 0.16846, -2.90224], [-1.43164, 0.90716, -1.75404], [-2.25957, 1.54358, -0.85581], [-3.69667, 1.51790, -0.94603], [-4.26908, 0.16031, -0.54041], [-2.48186, 1.19501, 2.81686], [-1.67218, -0.05327, 2.43111], [1.41949, -3.26207, 4.54664], [2.46932, -3.35377, 5.96799], [2.97363, -2.41355, 4.55310], [2.12389, -0.91553, 6.38434], [0.55777, -1.78255, 6.32310], [0.60130, 1.20949, 1.72760], [1.29843, 1.17981, 3.37121], [-0.61054, 2.45528, 4.24377], [0.06801, 3.33151, 2.85461], [-2.96120, 3.23476, 1.07690], [-1.32856, 3.90568, 1.19932], [1.97915, 0.83535, -1.64223], [2.73062, -0.38768, -3.39457], [3.09944, -2.84663, -7.18756], [5.80754, -2.90918, -7.00711], [6.37449, -1.50236, -4.74638], [-0.72308, -0.90779, -4.48009], [-2.66886, -0.01446, -3.26697], [-4.11171, 2.30361, -0.31127], [-3.97307, 1.73785, -1.98297], [-4.03241, -0.06602, 0.49622], [-5.34939, 0.16830, -0.65820], [-3.85565, -0.62829, -1.16373], [-2.67889, 1.15280, 3.89424], [-3.44087, 1.20994, 2.29614], [-1.50292, -0.09173, 1.35036], [-2.18480, -0.96137, 2.75221]],
  "forces_ev_per_a": [[-0.2, 0.4, 0.0], [0.0, -0.4, 0.3], [-0.1, 0.2, -0.3], [0.2, 0.0, 0.0], [-0.1, -0.3, 0.3], [0.1, 0.1, 0.0], [0.3, 0.4, 0.0], [0.3, -0.2, 0.0], [-0.1, 0.1, -0.1], [-0.2, 0.1, 0.2], [0.1, 0.1, -0.2], [0.2, 0.4, 0.2], [-0.7, -0.2, -0.3], [-0.2, -0.1, -0.1], [-0.3, 0.1, 0.2], [0.5, 0.0, 0.1], [0.1, 0.2, 0.3], [0.1, -0.1, -0.1], [0.1, -0.7, -1.1], [-0.5, 0.5, 0.7], [0.3, 0.3, 0.5], [0.4, -0.4, -0.6], [-0.3, 0.2, 0.3], [-0.1, -0.1, -0.2], [-0.1, 0.1, 0.1], [0.7, -0.1, 0.0], [0.3, 0.2, 0.1], [-0.5, -0.2, 0.1], [0.1, 0.2, -0.1], [0.0, -0.2, 0.0], [-0.3, -0.1, 0.1], [0.0, -0.1, 0.0], [0.1, -0.1, 0.1], [0.1, 0.0, 0.0], [-0.1, -0.1, -0.1], [0.2, 0.1, 0.0], [0.1, 0.0, 0.3], [-0.1, 0.0, -0.1], [0.1, 0.0, 0.0], [0.0, 0.1, 0.0], [0.1, 0.1, 0.0], [-0.1, -0.1, -0.1], [0.2, 0.0, 0.0], [-0.1, -0.1, -0.1], [-0.2, -0.1, -0.1], [0.2, -0.1, -0.1], [0.1, 0.1, 0.1], [0.0, 0.0, 0.0], [-0.1, -0.1, -0.1], [0.1, 0.0, -0.2], [0.0, 0.1, 0.1], [0.0, 0.0, 0.1], [-0.1, 0.0, 0.0], [0.0, -0.1, 0.0], [-0.1, -0.1, 0.0], [-0.1, 0.0, 0.0], [-0.1, -0.1, 0.0], [0.0, 0.1, -0.1]],
  "mulliken_charge": [-1.12, -0.29, -0.38, 0.73, -0.66, 0.14, -0.41, -0.90, 0.20, -1.66, 0.71, -0.76, 0.56, -0.97, 0.92, -0.08, 0.49, -0.70, 0.27, -0.53, -0.43, -0.44, -0.36, -0.77, -1.27, 0.84, 0.26, -0.86, -1.00, -0.98, -0.67, 0.31, 0.38, 0.29, 0.32, 0.33, 0.12, 0.43, 0.42, 0.42, 0.41, 0.39, 0.41, 0.20, 0.52, 0.45, 0.45, 0.58, 0.39, 0.37, 0.49, 0.15, 0.43, 0.34, 0.39, 0.43, 0.20, 0.48],
  "max_force_ev_per_a": 1.308,
  "de_lowest_kj_mol": 129.35,
  "e_lumo_ev": 0.7,
  "homo_ev": -8.0,
  "smiles": "CCOC(=O)N1CCN(Cc2nc3cc(NC(=O)c4ccco4)ccc3n2CC)CC1",
  "total_charge": 0,
  "total_energy_ha": -1429.3201
}



Record 5
{
  "formula": "C7H16NS",
  "method": "ωB97M-V/def2-TZVPD",
  "species": ["C", "C", "C", "C", "C", "C", "C", "N", "S", "H", "H", "H", "H", "H", "H", "H", "H", "H", "H", "H", "H", "H", "H", "H", "H"],
  "xyz": [[3.34287, -0.93450, -0.85935], [2.29506, -1.38112, -0.15369], [-0.92183, -1.06213, -0.75254], [-1.98213, 1.22201, -0.92243], [-1.73018, 0.18920, 1.38395], [0.12446, 1.01808, 0.00349], [-1.16725, 0.32017, 0.04858], [1.67910, -0.54878, 0.82166], [0.40768, 2.47370, 0.70057], [3.94661, -1.57181, -1.50852], [3.74128, 0.05777, -0.76281], [1.84207, -2.38140, -0.22382], [-0.84778, -1.99219, -0.33184], [-1.80962, -1.27001, -1.38388], [-0.09513, -1.08938, -1.53964], [-2.06765, 2.27276, -0.58801], [-1.62691, 1.24684, -1.94029], [-2.93377, 0.84134, -0.98692], [-1.28966, -0.67275, 1.88449], [-2.75964, -0.07721, 1.46549], [-1.49126, 0.97113, 2.19148], [0.62759, 0.83274, -0.93124], [1.09079, -0.90483, 1.63529], [2.38476, -0.03718, 1.26485], [-0.75943, 2.47752, 1.48512]],
  "forces_ev_per_a": [[-0.2, -1.0, 0.1], [0.0, -0.6, 0.0], [-1.0, 2.0, -2.9], [1.1, 1.5, 0.4], [0.3, -0.4, 3.6], [0.5, -0.6, -0.8], [1.3, -1.4, -2.7], [-2.4, -0.1, 1.0], [-0.5, 1.1, 1.3], [-0.6, 0.0, 0.1], [-0.1, 0.4, 0.3], [0.5, 0.5, -0.2], [0.5, -1.9, 2.5], [0.1, 0.5, 0.2], [-0.8, 0.8, 1.2], [0.1, -0.6, 0.0], [0.6, -0.1, -0.3], [-2.4, -1.0, 0.0], [0.4, -0.3, -0.1], [-1.0, 0.4, -0.4], [-0.6, -0.6, -1.6], [0.7, 0.1, 0.0], [1.1, -0.3, -2.0], [1.2, 1.4, 0.7], [1.3, 0.1, -0.6]],
  "mulliken_charge": [-0.79, 0.02, -1.65, -1.57, -1.50, -0.27, 1.62, -0.44, -0.03, 0.27, 0.25, 0.33, 0.46, 0.42, 0.36, 0.37, 0.43, 0.51, 0.36, 0.45, 0.22, 0.40, 0.27, 0.29, 0.21],
  "max_force_ev_per_a": 3.699,
  "de_lowest_kj_mol": 325.54,
  "e_lumo_ev": -4.7,
  "homo_ev": -12.8,
  "total_charge": 1,
  "total_energy_ha": -728.9005
}



Record 6
{
  "formula": "CH3N5",
  "method": "ωB97M-V/def2-TZVPD",
  "species": ["N", "C", "N", "N", "N", "N", "H", "H", "H"],
  "xyz": [[-1.75254, -0.01887, 0.20391], [-0.43018, -0.22099, 0.13201], [0.03496, 0.93391, -0.45239], [1.30871, 0.89766, -0.48199], [1.60518, -0.25938, 0.03393], [0.56458, -1.03031, 0.44125], [-2.41751, -0.77829, 0.36699], [-1.47748, 1.01599, -0.35530], [2.56427, -0.53972, 0.11158]],
  "forces_ev_per_a": [[0.3, 0.7, -0.3], [0.9, 0.5, -0.3], [1.0, 0.5, -0.2], [0.4, -0.5, 0.1], [0.7, -0.2, 0.1], [-0.3, 0.3, -0.1], [0.2, 1.0, -0.5], [-3.2, -2.1, 1.1], [0.1, -0.2, 0.1]],
  "mulliken_charge": [-0.47, 0.31, -0.14, -0.45, 0.39, -0.63, 0.23, 0.52, 0.24],
  "max_force_ev_per_a": 3.951,
  "de_lowest_kj_mol": 201.46,
  "e_lumo_ev": 1.2,
  "homo_ev": -8.8,
  "smiles": "Nc1nn[nH]n1",
  "total_charge": 0,
  "total_energy_ha": -313.5822
}